The molecule C5H7NS2 in a non-equilibrium geometry, computed with ωB97M-V/def2-TZVPD.

Positions of all 15 atoms, in Å:
S1 1.5633 -2.1798 -0.6413
C1 0.6553 -1.6941 0.5949
C2 0.1761 -0.2571 0.7781
C3 1.1603 0.8788 0.4237
C4 0.1950 1.3185 -0.7112
N1 -0.6941 0.2218 -0.2938
C5 -1.8659 -0.2313 -0.6733
S2 -2.6385 -1.5117 0.0054
H1 0.3393 -2.3930 1.3522
H2 -0.3082 -0.1453 1.7717
H3 1.2925 1.6252 1.2037
H4 2.1268 0.5259 0.0584
H5 0.5771 1.1946 -1.7191
H6 -0.2713 2.3084 -0.6212
H7 -2.3078 0.3392 -1.5282

Forces on the atoms, in the same order (eV/Å):
-0.1 0.1 0.2
0.1 0.4 -0.4
-0.3 -0.2 0.6
0.2 0.3 -0.4
-0.3 0.0 0.2
0.5 0.2 0.1
-0.7 0.3 -0.8
0.1 0.0 0.0
-0.1 -0.2 0.2
0.2 -0.2 -0.5
0.0 -0.1 0.0
-0.2 0.1 0.1
0.1 -0.1 -0.1
0.2 -0.2 0.1
0.4 -0.4 0.7

Summary:
**Spin multiplicity**: 1
**SMILES string**: S=C[C@H]1CCN1C=S
**Maximum force**: 1.1 eV/Å
**LUMO**: -0.0201 Ha
**Net charge**: 0
**Energy relative to the best compared isomer or geometry (same formula, charge and spin)**: 32.7 kcal/mol
**HOMO energy**: -8.4 eV